(1)
C39H46BIrN12O4S | ωB97M-V/def2-TZVPD

Structure (XYZ):
```
104
Properties=species:S:1:pos:R:3
Ir -0.22 0.55 -0.50
C 0.81 -2.32 1.75
C 0.00 -1.23 2.34
C -0.53 -1.19 3.63
C -1.22 0.01 3.72
C -1.95 0.53 4.89
N -1.09 0.64 2.53
N -0.35 -0.11 1.70
B -1.70 2.00 2.12
N -2.72 1.74 0.99
N -2.40 1.04 -0.11
C -3.46 0.99 -0.92
C -3.44 0.31 -2.23
C -4.51 1.67 -0.30
C -4.01 2.14 0.90
C -4.73 2.92 1.93
N -0.57 2.90 1.60
N 0.17 2.58 0.52
C 1.00 3.59 0.27
C 1.95 3.64 -0.87
C 0.81 4.58 1.23
C -0.19 4.11 2.06
C -0.75 4.78 3.26
H 1.63 -2.57 2.43
H 0.20 -3.21 1.63
H 1.22 -2.04 0.78
H -0.44 -1.95 4.38
H -1.86 -0.18 5.71
H -1.55 1.49 5.21
H -3.00 0.67 4.66
H -2.23 2.49 3.04
H -2.44 -0.06 -2.46
H -4.14 -0.52 -2.25
H -3.74 1.01 -3.01
H -5.50 1.81 -0.68
H -5.72 3.19 1.55
H -4.86 2.33 2.84
H -4.20 3.83 2.20
H 1.70 2.87 -1.60
H 1.90 4.62 -1.34
H 2.97 3.48 -0.51
H 1.34 5.51 1.32
H -0.22 5.72 3.42
H -1.81 4.99 3.15
H -0.62 4.17 4.15
O -0.87 7.93 -3.51
C -0.18 7.32 -2.75
O 0.86 7.37 -2.14
C -0.87 5.88 -2.35
C -1.76 5.83 -1.30
C -2.23 4.58 -0.93
N -1.82 3.48 -1.53
C -0.99 3.55 -2.54
C -0.47 4.75 -3.02
C -0.61 2.22 -3.26
O -0.91 2.13 -4.43
O 0.03 1.41 -2.54
H -2.11 6.72 -0.80
H -2.96 4.46 -0.14
H 0.19 4.76 -3.87
C 4.64 -1.92 1.24
C 4.12 -0.50 1.45
N 4.44 0.37 0.34
C 3.68 0.52 -0.74
S 2.25 -0.40 -0.93
N 4.03 1.33 -1.73
C 5.27 2.07 -1.87
C 6.36 1.26 -2.57
H 4.39 -2.53 2.10
H 5.73 -1.93 1.12
H 4.19 -2.36 0.36
H 4.57 -0.07 2.35
H 3.04 -0.51 1.57
H 5.36 0.78 0.35
H 3.41 1.34 -2.53
H 5.61 2.40 -0.88
H 5.05 2.97 -2.46
H 6.59 0.35 -2.02
H 7.27 1.85 -2.65
H 6.05 0.98 -3.57
N -1.92 -6.73 -0.48
C -1.45 -8.01 -0.48
C -2.02 -9.22 -0.12
C -1.21 -10.34 -0.21
C 0.11 -10.26 -0.65
C 0.68 -9.06 -1.03
C -0.11 -7.92 -0.94
N 0.18 -6.62 -1.22
C -0.90 -5.93 -0.94
C -0.95 -4.49 -1.03
C -1.90 -3.71 -0.37
C -1.80 -2.33 -0.42
N -0.83 -1.70 -1.09
C 0.03 -2.44 -1.78
C 0.03 -3.82 -1.77
H -2.86 -6.44 -0.27
H -3.05 -9.29 0.20
H -1.61 -11.30 0.07
H 0.70 -11.16 -0.70
H 1.71 -9.00 -1.37
H -2.70 -4.16 0.21
H -2.50 -1.71 0.11
H 0.77 -1.90 -2.36
H 0.77 -4.39 -2.31
```

Its spin multiplicity is 2. The orbital gap (alpha / beta) comes out at 7.116 / 5.634 eV. Its largest force on an atom is 3.8 eV/Å. As for the charge: +1. For the total energy, the calculation gives -81609.14198 eV. For the LUMO energy (alpha / beta), the calculation gives -0.125 / -0.179 Ha.



(2)
C39H46CoP2 | ωB97M-V/def2-TZVPD

Structure (XYZ):
```
88
Properties=species:S:1:pos:R:3
Co 1.05 -1.14 0.89
C -2.77 0.69 5.06
C -2.84 0.38 3.75
C -3.19 1.34 2.65
C -1.98 2.12 2.05
C -1.07 2.87 2.99
C -1.28 3.20 4.26
C -2.62 3.25 4.91
C -2.97 2.02 5.72
C 2.46 -2.66 0.41
H -2.67 -0.14 5.77
H -2.91 -0.67 3.45
H -3.95 2.05 3.01
H -3.64 0.75 1.82
H -1.40 1.37 1.49
H -2.39 2.83 1.30
H -0.11 3.06 2.51
H -0.44 3.52 4.89
H -3.38 3.42 4.13
H -2.62 4.11 5.59
H -2.40 1.98 6.66
H -4.03 2.12 6.04
H 2.78 -3.28 1.27
H 3.34 -2.34 -0.15
H 1.86 -3.27 -0.28
P 0.07 -1.69 -2.52
P 1.49 0.57 -2.25
C -0.90 -0.24 -3.02
C -0.17 0.91 -2.92
C -0.39 -2.79 -4.01
C -1.38 -2.52 -4.98
C -1.78 -3.52 -5.88
C -1.13 -4.75 -5.91
C -0.03 -4.96 -5.07
C 0.35 -3.99 -4.14
C -0.95 -2.24 -1.13
C -0.92 -1.54 0.11
C -1.91 -1.81 1.07
C -2.84 -2.82 0.84
C -2.81 -3.57 -0.35
C -1.87 -3.27 -1.33
C 2.31 0.78 -3.99
C 2.06 -0.18 -5.00
C 2.34 0.11 -6.34
C 2.97 1.31 -6.68
C 3.34 2.20 -5.67
C 3.00 1.94 -4.34
C 1.87 2.19 -1.46
C 3.16 2.34 -0.91
C 3.59 3.59 -0.47
C 2.71 4.69 -0.52
C 1.40 4.52 -0.98
C 0.96 3.25 -1.38
H -1.95 -0.33 -3.34
H -0.46 1.89 -3.31
H -1.86 -1.54 -5.05
H -2.61 -3.34 -6.57
H -1.45 -5.54 -6.61
H 0.53 -5.90 -5.12
H 1.22 -4.14 -3.51
H -0.31 -0.52 0.17
H -1.91 -1.22 1.99
H -3.60 -3.03 1.59
H -3.53 -4.35 -0.53
H -1.89 -3.80 -2.29
H 1.61 -1.15 -4.76
H 2.06 -0.59 -7.13
H 3.21 1.54 -7.72
H 3.87 3.13 -5.91
H 3.26 2.66 -3.56
H 3.83 1.48 -0.85
H 4.60 3.72 -0.10
H 3.05 5.67 -0.20
H 0.72 5.37 -1.03
H -0.08 3.11 -1.67
C 0.21 -1.60 5.49
C 0.86 -0.53 4.60
C 1.65 0.34 5.58
C 1.59 -1.01 3.31
H 0.96 -2.25 5.96
H -0.53 -2.23 4.98
H -0.31 -1.10 6.32
H 0.04 0.10 4.24
H 2.42 -0.25 6.10
H 2.15 1.19 5.12
H 0.98 0.73 6.36
H 2.56 -0.49 3.19
H 1.72 -2.11 3.28
```

The calculation puts the energy above the lowest of the compared OMol25 structures with the same formula, charge and spin at 0.000 eV. Its spin multiplicity is 4. The orbital gap (alpha / beta) comes out at 7.073 / 6.901 eV. Its largest force on an atom is 3.5 eV/Å. For the total energy, the calculation gives -97385.96119 eV. For the LUMO energy (alpha / beta), the calculation gives 0.006 / -0.007 Ha.



(3)
C39H46F2N6ReSb | ωB97M-V/def2-TZVPD

Structure (XYZ):
```
95
Properties=species:S:1:pos:R:3
Re 0.92 -0.06 -0.28
C 0.46 -2.19 -3.88
N 0.58 -3.14 -2.78
C 0.63 -4.55 -3.19
C 0.55 -2.77 -1.51
N -0.07 -1.54 -1.18
C -1.39 -1.39 -1.56
C -2.20 -2.54 -1.66
C -3.55 -2.48 -1.92
C -4.15 -1.24 -2.09
C -3.39 -0.05 -2.01
C -4.05 1.17 -2.21
C -3.36 2.37 -2.17
C -1.99 2.34 -1.97
C -1.29 1.14 -1.78
N 0.09 1.20 -1.57
C 0.86 2.17 -2.23
N 0.59 2.54 -3.47
C -0.20 1.74 -4.42
C 0.99 3.86 -3.99
N 1.92 2.64 -1.59
C 3.17 3.05 -2.25
C 1.95 2.53 -0.14
C -1.98 -0.10 -1.75
N 1.14 -3.49 -0.56
C 2.31 -4.34 -0.82
C 0.75 -3.39 0.85
H -0.56 -2.17 -4.28
H 1.14 -2.50 -4.67
H 0.76 -1.20 -3.55
H -0.11 -4.69 -3.98
H 0.37 -5.19 -2.36
H 1.61 -4.82 -3.58
H -1.76 -3.51 -1.46
H -4.14 -3.38 -1.96
H -5.21 -1.17 -2.30
H -5.12 1.16 -2.40
H -3.88 3.31 -2.29
H -1.45 3.28 -1.93
H -0.27 0.71 -4.07
H 0.31 1.76 -5.38
H -1.20 2.16 -4.54
H 1.35 4.49 -3.18
H 0.11 4.33 -4.44
H 1.76 3.76 -4.75
H 3.33 4.13 -2.14
H 3.14 2.78 -3.30
H 3.99 2.53 -1.77
H 0.96 2.70 0.27
H 2.61 3.29 0.28
H 2.38 1.55 0.20
H 2.79 -4.03 -1.74
H 2.03 -5.39 -0.87
H 3.00 -4.19 0.00
H -0.23 -2.94 0.95
H 1.50 -2.82 1.39
H 0.72 -4.40 1.27
C 1.72 4.50 4.55
C 0.79 4.57 3.51
C 0.39 3.42 2.85
C 0.92 2.18 3.23
C 1.84 2.11 4.27
C 2.25 3.27 4.92
Sb 0.36 0.38 2.33
C -1.72 0.38 2.02
C -2.29 -0.84 1.67
C -3.67 -0.95 1.51
C -4.48 0.16 1.70
C -3.91 1.38 2.06
C -2.54 1.49 2.23
C 0.66 -1.02 3.85
C -0.32 -1.10 4.84
C -0.15 -1.97 5.90
C 0.99 -2.75 5.99
C 1.97 -2.67 5.01
C 1.81 -1.80 3.94
H 2.02 5.40 5.07
H 0.37 5.53 3.23
H -0.34 3.50 2.06
H 2.24 1.16 4.60
H 2.96 3.22 5.73
H -1.68 -1.73 1.56
H -4.11 -1.91 1.27
H -5.55 0.07 1.61
H -4.55 2.23 2.25
H -2.12 2.44 2.56
H -1.22 -0.49 4.79
H -0.91 -2.03 6.67
H 1.12 -3.43 6.82
H 2.87 -3.27 5.09
H 2.61 -1.71 3.21
F 2.77 -0.99 -2.22
C 2.82 -0.49 -0.93
F 3.26 -1.53 -0.13
H 3.61 0.26 -0.92
```

Its spin multiplicity is 2. The orbital gap (alpha / beta) comes out at 7.250 / 5.135 eV. Its largest force on an atom is 0.5 eV/Å. As for the charge: +3. For the total energy, the calculation gives -64206.27149 eV. For the LUMO energy (alpha / beta), the calculation gives -0.315 / -0.397 Ha.



(4)
C39H47AsCoN4O5Sb | ωB97M-V/def2-TZVPD

Structure (XYZ):
```
98
Properties=species:S:1:pos:R:3
Co -0.08 0.22 -0.02
C -2.57 -2.46 0.07
As -0.62 -2.14 0.23
C -0.06 -3.60 -0.94
C -0.41 -2.98 1.98
H -2.81 -3.51 0.26
H -2.91 -2.19 -0.92
H -3.09 -1.85 0.80
H -0.17 -4.56 -0.43
H 0.99 -3.46 -1.22
H -0.67 -3.61 -1.84
H -0.70 -4.03 1.95
H -1.04 -2.45 2.70
H 0.63 -2.90 2.32
O 2.44 -1.58 -0.10
C 2.75 -0.38 -0.10
O 1.96 0.61 -0.02
C 4.21 -0.01 -0.16
C 4.61 1.32 -0.28
C 5.95 1.66 -0.29
C 6.90 0.65 -0.17
C 6.52 -0.68 -0.05
C 5.18 -1.01 -0.05
N 8.31 1.00 -0.16
O 8.61 2.18 -0.23
O 9.12 0.10 -0.09
H 3.85 2.08 -0.36
H 6.27 2.68 -0.38
H 7.29 -1.44 0.04
H 4.85 -2.03 0.04
O -0.13 0.32 2.16
N 0.88 0.92 2.72
C 2.05 0.27 2.91
C 3.16 0.92 3.37
C 3.10 2.27 3.69
C 1.87 2.91 3.57
C 0.78 2.22 3.10
H 2.03 -0.77 2.63
H 4.09 0.38 3.47
H 3.97 2.81 4.04
H 1.74 3.95 3.84
H -0.21 2.65 3.02
C -2.27 -0.38 -4.78
C -0.75 -0.61 -4.77
N 0.02 0.57 -4.41
C 0.37 1.50 -5.48
C -0.60 2.68 -5.59
C 0.27 0.85 -3.10
C 1.24 1.96 -2.80
N -0.27 0.22 -2.12
H -2.77 -1.33 -4.99
H -2.55 0.33 -5.55
H -2.62 0.00 -3.82
H -0.43 -0.94 -5.75
H -0.50 -1.41 -4.07
H 0.37 0.95 -6.42
H 1.38 1.88 -5.33
H -1.59 2.36 -5.92
H -0.22 3.42 -6.30
H -0.72 3.17 -4.62
H 2.18 1.81 -3.34
H 1.45 1.94 -1.74
H 0.84 2.94 -3.06
H -0.91 -0.51 -2.41
C -5.39 1.91 -2.95
C -5.29 1.20 -1.77
C -4.17 1.35 -0.96
C -3.15 2.22 -1.31
C -3.24 2.91 -2.52
C -4.36 2.76 -3.33
Sb -1.44 2.39 0.00
C -0.79 4.36 -0.60
C 0.58 4.61 -0.52
C 1.09 5.86 -0.85
C 0.24 6.86 -1.28
C -1.13 6.63 -1.35
C -1.64 5.38 -1.01
C -2.56 3.09 1.71
C -3.32 2.18 2.44
C -3.97 2.57 3.60
C -3.87 3.88 4.05
C -3.10 4.79 3.34
C -2.45 4.40 2.18
H -6.26 1.81 -3.58
H -6.08 0.53 -1.47
H -4.09 0.77 -0.05
H -2.44 3.58 -2.83
H -4.42 3.31 -4.27
H 1.25 3.83 -0.16
H 2.16 6.04 -0.78
H 0.63 7.83 -1.56
H -1.80 7.42 -1.66
H -2.71 5.21 -1.04
H -3.37 1.14 2.13
H -4.56 1.85 4.16
H -4.37 4.18 4.96
H -3.01 5.81 3.69
H -1.84 5.11 1.64
```

The calculation puts the energy above the lowest of the compared OMol25 structures with the same formula, charge and spin at 0.265 eV. Its spin multiplicity is 3. The orbital gap (alpha / beta) comes out at 6.370 / 6.080 eV. Its largest force on an atom is 0.9 eV/Å. For the total energy, the calculation gives -162402.98942 eV. For the LUMO energy (alpha / beta), the calculation gives -0.009 / -0.009 Ha.